Entry 1:
A single C4H6O2 molecule. Source: the OMol25 dataset; level of theory: wB97M-V/def2-TZVPD.

Last column: Löwdin charge in e.
Element x y z (Å)
O -1.2196 1.3086 1.6832  0.09
C -0.3030 1.7446 1.0405  -0.34
O 0.6471 1.0252 0.4256  0.01
C 0.4018 -0.3684 0.3528  -0.31
C 0.7842 -0.9591 -0.9586  -0.08
C -0.6693 -0.7924 -0.5916  -0.09
H -0.1174 2.8090 0.8464  0.14
H 0.5497 -0.9025 1.2871  0.15
H 1.1901 -0.2494 -1.6727  0.11
H 1.2207 -1.9516 -0.9941  0.10
H -1.2230 -0.0009 -1.0878  0.11
H -1.2613 -1.6631 -0.3307  0.11

Results
relative energy (zero: lowest compared OMol25 entry of this formula, charge and spin) = 29.7 kcal per mole
structure (SMILES) = O=COC1CC1
total charge = 0
HOMO level = -10.7 eV
LUMO = 0.0393 hartree
DFT total energy = -8339.171 eV
spin multiplicity = 1
molecular weight = 86.090 g mol⁻¹
frontier orbital gap = 0.431 Eh


Entry 2:
A single C4H6O2 molecule. Source: the OMol25 dataset; level of theory: wB97M-V/def2-TZVPD.

Last column: Löwdin charge in e.
Element x y z (Å)
C 0.8332 0.0212 -1.1693  -0.19
C 0.5477 0.4407 1.1567  -0.12
C -0.7538 -0.1981 1.3468  -0.18
C -1.3564 -0.3238 -0.1864  -0.07
H 1.2022 1.0107 -1.4800  0.14
H 0.9822 -0.8583 -1.8620  0.15
H 0.8080 1.4722 1.2617  0.10
H -1.5133 0.4921 2.0698  0.17
H -1.0335 -1.2463 1.6926  0.13
H -1.8021 -1.3843 -0.6164  0.12
O 1.2973 -0.1594 0.1402  -0.11
O -0.5807 0.2686 -1.1341  -0.14

Results
relative energy (zero: lowest compared OMol25 entry of this formula, charge and spin) = 156.2 kcal per mole
total charge = 0
HOMO level = -7.0 eV
LUMO = -0.0274 hartree
DFT total energy = -8333.687 eV
spin multiplicity = 1
molecular weight = 86.090 g mol⁻¹
frontier orbital gap = 0.230 Eh


Entry 3:
A single C4H6O2 molecule. Source: the OMol25 dataset; level of theory: wB97M-V/def2-TZVPD.

Last column: Löwdin charge in e.
Element x y z (Å)
C -1.6636 0.5258 0.4433  -0.01
C -0.5538 -0.0110 -0.4174  -0.47
O -0.5759 0.1211 -1.6240  0.07
C 0.6600 -0.6992 0.1697  -0.07
C 1.9149 -0.0179 -0.3804  -0.24
O 3.0348 -0.2884 -0.0350  0.06
H -1.6807 0.1122 1.4539  0.08
H -1.5104 1.6096 0.5100  0.10
H -2.6166 0.3543 -0.0630  0.09
H 0.5372 -1.7183 -0.2129  0.14
H 0.7407 -0.7876 1.2582  0.12
H 1.7133 0.7994 -1.1023  0.13

Results
relative energy (zero: lowest compared OMol25 entry of this formula, charge and spin) = 20.8 kcal per mole
structure (SMILES) = CC(=O)CC=O
total charge = 0
HOMO level = -9.9 eV
LUMO = 0.0268 hartree
DFT total energy = -8339.558 eV
spin multiplicity = 1
molecular weight = 86.090 g mol⁻¹
frontier orbital gap = 0.390 Eh